Entry 1:
{
  "formula": "C4H10N5O2S",
  "method": "ωB97M-V with the def2-TZVPD basis set",
  "symbols": ["C", "C", "C", "C", "N", "N", "N", "N", "N", "O", "O", "S", "H", "H", "H", "H", "H", "H", "H", "H", "H", "H"],
  "coordinates": [[-0.06, 1.41, 0.53], [-1.78, -1.44, -0.01], [0.94, 2.14, 1.27], [2.73, -0.06, -1.01], [-3.13, 0.36, -0.60], [-2.85, -0.85, -0.42], [0.20, 0.02, 0.40], [-0.55, -0.98, 0.21], [1.24, -2.18, -0.16], [-0.97, 1.93, -0.10], [-1.81, -2.79, 0.19], [1.96, -0.99, 0.44], [0.61, 3.23, 1.36], [1.25, 1.73, 2.13], [1.81, 2.11, 0.65], [2.70, 0.95, -0.56], [2.30, 0.06, -2.13], [3.74, -0.37, -1.20], [-3.94, 0.63, -1.24], [-2.59, 1.12, -0.27], [-2.66, -3.07, 0.16], [0.85, -2.93, 0.38]],
  "orbital_gap_ev": [7.39, 7.20],
  "e_homo_ev": [-13.126, -12.880],
  "relative_energy_kcal_mol": 11.3,
  "charge": 1,
  "energy_ha": -980.38303
}

Entry 2:
{
  "formula": "C60H61FNO3",
  "method": "ωB97M-V with the def2-TZVPD basis set",
  "symbols": ["C", "C", "C", "C", "C", "C", "O", "F", "O", "N", "O", "H", "H", "H", "H", "H", "H", "H", "C", "C", "C", "C", "C", "C", "H", "H", "H", "H", "H", "H", "C", "C", "C", "C", "C", "C", "H", "H", "H", "H", "H", "H", "C", "C", "C", "C", "C", "C", "H", "H", "H", "H", "H", "H", "C", "C", "C", "C", "C", "C", "H", "H", "H", "H", "H", "H", "C", "C", "C", "C", "C", "C", "H", "H", "H", "H", "H", "H", "C", "C", "C", "C", "C", "C", "H", "H", "H", "H", "H", "H", "C", "C", "C", "C", "C", "C", "H", "H", "H", "H", "H", "H", "C", "C", "C", "C", "C", "C", "H", "H", "H", "H", "H", "H", "C", "C", "C", "C", "C", "C", "H", "H", "H", "H", "H", "H"],
  "coordinates": [[6.10, 1.71, -6.13], [5.55, 1.90, -4.82], [3.97, 2.19, -4.57], [3.04, 1.72, -5.78], [1.74, 2.62, -5.95], [0.80, 2.72, -4.65], [-0.39, 3.11, -4.80], [1.16, 2.36, -3.33], [2.51, 0.37, -5.42], [3.52, -0.53, -5.37], [3.16, -1.37, -4.56], [6.65, 0.72, -6.34], [5.98, 2.52, -6.95], [6.24, 1.82, -3.90], [3.77, 3.25, -4.21], [3.70, 1.50, -3.67], [1.97, 3.67, -6.36], [1.09, 2.12, -6.76], [-1.13, -0.18, -0.83], [-1.02, -1.28, 0.02], [0.02, -2.18, -0.15], [0.96, -1.99, -1.15], [0.86, -0.89, -2.00], [-0.19, 0.01, -1.84], [-1.94, 0.53, -0.71], [-1.75, -1.43, 0.81], [0.10, -3.05, 0.51], [1.78, -2.69, -1.28], [1.59, -0.74, -2.78], [-0.27, 0.87, -2.50], [-5.51, 4.03, -0.40], [-5.84, 3.47, 0.83], [-4.87, 2.83, 1.59], [-3.56, 2.76, 1.13], [-3.22, 3.33, -0.10], [-4.20, 3.96, -0.86], [-6.27, 4.53, -1.00], [-6.87, 3.53, 1.19], [-5.14, 2.38, 2.54], [-2.80, 2.27, 1.73], [-2.20, 3.28, -0.46], [-3.94, 4.40, -1.82], [-7.40, 3.48, 6.14], [-8.54, 2.69, 6.10], [-9.39, 2.75, 5.00], [-9.10, 3.59, 3.94], [-7.96, 4.38, 3.97], [-7.11, 4.33, 5.07], [-6.74, 3.44, 6.99], [-8.77, 2.02, 6.93], [-10.29, 2.13, 4.97], [-9.76, 3.63, 3.08], [-7.73, 5.04, 3.14], [-6.22, 4.95, 5.10], [10.88, -0.59, -3.76], [10.22, -0.71, -4.98], [8.85, -0.94, -5.01], [8.13, -1.03, -3.82], [8.79, -0.90, -2.60], [10.17, -0.69, -2.57], [11.95, -0.41, -3.74], [10.77, -0.63, -5.91], [8.33, -1.04, -5.96], [7.06, -1.21, -3.84], [8.24, -0.98, -1.67], [10.68, -0.59, -1.62], [-3.65, 7.87, -6.19], [-4.07, 6.78, -6.95], [-3.37, 5.58, -6.90], [-2.25, 5.46, -6.09], [-1.83, 6.54, -5.33], [-2.52, 7.75, -5.38], [-4.19, 8.80, -6.23], [-4.95, 6.87, -7.58], [-3.70, 4.74, -7.50], [-1.71, 4.52, -6.05], [-0.95, 6.45, -4.69], [-2.19, 8.60, -4.79], [4.92, -4.20, -4.11], [5.04, -5.31, -3.28], [6.10, -6.20, -3.45], [7.04, -5.97, -4.45], [6.92, -4.86, -5.28], [5.86, -3.98, -5.11], [4.10, -3.51, -3.98], [4.31, -5.48, -2.49], [6.19, -7.07, -2.80], [7.87, -6.66, -4.58], [7.66, -4.69, -6.06], [5.76, -3.12, -5.76], [-10.43, 4.43, 8.39], [-10.69, 5.78, 8.62], [-11.33, 6.17, 9.79], [-11.71, 5.22, 10.73], [-11.45, 3.87, 10.50], [-10.81, 3.48, 9.33], [-9.93, 4.13, 7.48], [-10.39, 6.53, 7.89], [-11.54, 7.22, 9.97], [-12.21, 5.53, 11.64], [-11.74, 3.13, 11.23], [-10.61, 2.43, 9.15], [2.11, -6.25, 1.28], [2.23, -7.35, 2.12], [3.29, -8.24, 1.95], [4.23, -8.02, 0.95], [4.11, -6.91, 0.12], [3.05, -6.03, 0.28], [1.29, -5.56, 1.42], [1.50, -7.52, 2.90], [3.38, -9.11, 2.59], [5.06, -8.71, 0.82], [4.85, -6.74, -0.66], [2.96, -5.16, -0.37], [2.30, -7.67, 6.06], [3.30, -6.85, 5.55], [4.18, -6.19, 6.41], [4.05, -6.35, 7.78], [3.05, -7.17, 8.30], [2.18, -7.83, 7.44], [1.62, -8.18, 5.39], [3.41, -6.73, 4.47], [4.95, -5.55, 6.00], [4.73, -5.84, 8.45], [2.96, -7.30, 9.37], [1.40, -8.46, 7.84]],
  "orbital_gap_ev": 4.81,
  "e_homo_ev": -2.977,
  "charge": -1,
  "energy_ha": -2703.00227
}

Entry 3:
{
  "formula": "C19H29N3O4S",
  "method": "ωB97M-V with the def2-TZVPD basis set",
  "symbols": ["C", "O", "C", "C", "C", "C", "S", "O", "O", "N", "C", "C", "C", "C", "C", "O", "N", "C", "C", "N", "C", "C", "C", "C", "C", "C", "C", "H", "H", "H", "H", "H", "H", "H", "H", "H", "H", "H", "H", "H", "H", "H", "H", "H", "H", "H", "H", "H", "H", "H", "H", "H", "H", "H", "H", "H"],
  "coordinates": [[-6.45, 0.74, 0.02], [-5.30, 0.32, 0.73], [-4.11, 0.91, 0.46], [-3.92, 1.91, -0.49], [-2.66, 2.45, -0.69], [-1.60, 1.99, 0.06], [0.02, 2.66, -0.26], [0.91, 2.19, 0.77], [-0.07, 4.07, -0.48], [0.33, 1.92, -1.73], [1.01, 2.70, -2.75], [2.52, 2.69, -2.56], [3.04, 1.26, -2.48], [2.34, 0.54, -1.33], [2.79, -0.90, -1.21], [3.21, -1.52, -2.17], [2.68, -1.49, 0.01], [2.12, -0.93, 1.23], [0.92, -1.79, 1.67], [1.23, -3.20, 1.83], [1.96, -3.52, 3.04], [1.84, -3.70, 0.61], [3.05, -2.88, 0.16], [0.82, 0.57, -1.60], [-1.78, 1.00, 1.01], [-3.02, 0.44, 1.22], [-3.25, -0.63, 2.24], [-6.66, 1.80, 0.20], [-7.27, 0.13, 0.41], [-6.34, 0.56, -1.05], [-4.75, 2.28, -1.07], [-2.50, 3.23, -1.41], [0.61, 3.71, -2.68], [0.74, 2.28, -3.72], [2.76, 3.23, -1.64], [2.99, 3.22, -3.40], [4.12, 1.26, -2.31], [2.85, 0.73, -3.41], [2.54, 1.09, -0.41], [2.90, -0.96, 2.00], [1.80, 0.10, 1.10], [0.13, -1.71, 0.92], [0.53, -1.41, 2.62], [1.38, -3.17, 3.89], [2.96, -3.07, 3.10], [2.06, -4.60, 3.10], [1.08, -3.67, -0.17], [2.13, -4.74, 0.77], [3.86, -2.95, 0.90], [3.42, -3.23, -0.80], [0.26, 0.10, -0.79], [0.61, 0.03, -2.53], [-0.92, 0.69, 1.59], [-2.32, -0.89, 2.74], [-3.65, -1.52, 1.75], [-3.98, -0.31, 2.97]],
  "orbital_gap_ev": 8.78,
  "e_homo_ev": -8.162,
  "relative_energy_kcal_mol": 39.0,
  "smiles": "COc1ccc(S(=O)(=O)N2CCC[C@H](C(=O)N3CCN(C)CC3)C2)cc1C",
  "charge": 0,
  "energy_ha": -1604.81232
}

Entry 4:
{
  "formula": "C46H70N3O4PS3Ti",
  "method": "ωB97M-V with the def2-TZVPD basis set",
  "symbols": ["Ti", "C", "C", "C", "C", "C", "C", "C", "C", "C", "C", "C", "C", "C", "C", "C", "C", "C", "C", "C", "C", "C", "P", "C", "C", "C", "C", "C", "C", "C", "C", "H", "H", "H", "H", "H", "H", "H", "H", "H", "H", "H", "H", "H", "H", "H", "H", "H", "H", "H", "H", "H", "H", "H", "H", "H", "H", "H", "H", "H", "H", "H", "H", "H", "H", "H", "H", "H", "H", "H", "H", "H", "H", "H", "H", "H", "O", "H", "H", "O", "H", "H", "O", "H", "H", "S", "C", "N", "C", "C", "S", "H", "H", "H", "H", "H", "N", "C", "C", "C", "C", "C", "N", "C", "H", "H", "H", "H", "C", "C", "C", "C", "C", "C", "C", "S", "C", "O", "H", "H", "H", "H", "H", "H", "H", "H", "H", "H"],
  "coordinates": [[0.31, 0.58, 0.78], [1.27, -3.75, -3.60], [-0.09, -4.25, -3.12], [-0.70, -5.23, -4.13], [-1.06, -3.11, -2.86], [-1.36, -2.15, -3.85], [-2.19, -1.04, -3.64], [-2.56, -0.20, -4.85], [-1.39, 0.07, -5.80], [-3.65, -0.95, -5.63], [-2.68, -0.82, -2.35], [-2.63, -1.91, -1.37], [-1.80, -3.05, -1.71], [-4.07, -2.29, -0.75], [-4.40, -1.48, 0.50], [-4.20, -3.78, -0.43], [-3.44, 0.42, -2.03], [-4.73, 0.35, -2.57], [-5.66, 1.36, -2.45], [-5.29, 2.52, -1.80], [-4.02, 2.64, -1.28], [-3.06, 1.61, -1.32], [-1.45, 2.22, -0.53], [-0.80, 3.29, -1.98], [-0.31, 2.29, -3.03], [-1.85, 4.18, -2.63], [0.39, 4.16, -1.53], [-1.96, 3.31, 0.99], [-2.80, 2.42, 1.92], [-2.74, 4.62, 0.77], [-0.67, 3.71, 1.73], [1.88, -4.60, -3.88], [1.82, -3.21, -2.82], [1.19, -3.11, -4.48], [0.04, -4.78, -2.17], [-0.82, -4.76, -5.11], [-1.67, -5.59, -3.79], [-0.04, -6.09, -4.24], [-0.95, -2.30, -4.84], [-2.98, 0.75, -4.51], [-1.18, -0.80, -6.43], [-0.47, 0.35, -5.28], [-1.67, 0.88, -6.47], [-3.28, -1.92, -5.98], [-3.94, -0.36, -6.50], [-4.54, -1.13, -5.03], [-1.78, -3.89, -1.02], [-4.79, -2.04, -1.53], [-3.90, -1.90, 1.38], [-5.47, -1.54, 0.69], [-4.15, -0.42, 0.40], [-3.50, -4.10, 0.34], [-4.08, -4.40, -1.32], [-5.20, -3.94, -0.04], [-5.01, -0.54, -3.11], [-6.65, 1.25, -2.86], [-5.99, 3.35, -1.73], [-3.75, 3.58, -0.84], [-1.16, 1.75, -3.45], [0.41, 1.58, -2.62], [0.17, 2.83, -3.84], [-2.69, 3.61, -3.03], [-1.39, 4.69, -3.48], [-2.24, 4.95, -1.97], [1.32, 3.58, -1.52], [0.22, 4.65, -0.57], [0.54, 4.95, -2.26], [-3.63, 1.94, 1.40], [-3.23, 3.03, 2.72], [-2.17, 1.66, 2.40], [-3.79, 4.47, 0.57], [-2.30, 5.23, -0.02], [-2.68, 5.20, 1.69], [0.08, 2.93, 1.70], [-0.92, 3.91, 2.78], [-0.25, 4.63, 1.34], [1.02, -0.17, -1.05], [1.96, -0.07, -1.29], [0.73, -0.97, -1.53], [-1.16, -0.13, 1.28], [-1.83, -0.26, 1.97], [-2.15, -1.49, -0.47], [1.96, 1.89, 0.27], [2.87, 1.64, -0.06], [1.83, 2.80, -0.02], [4.27, 0.43, -1.04], [5.95, 0.40, -1.21], [6.67, 1.45, -1.53], [8.13, 1.29, -1.57], [8.43, -0.21, -1.52], [6.88, -1.03, -0.98], [6.27, 2.36, -1.70], [8.57, 1.82, -0.72], [8.52, 1.74, -2.49], [9.21, -0.45, -0.81], [8.69, -0.62, -2.50], [-0.55, -5.24, 3.62], [0.17, -4.48, 3.16], [1.05, -3.51, 2.57], [2.43, -3.68, 2.56], [3.20, -2.72, 1.93], [2.58, -1.63, 1.34], [1.24, -1.45, 1.36], [0.51, -2.38, 1.97], [2.88, -4.55, 3.03], [4.27, -2.81, 1.88], [3.17, -0.88, 0.81], [-0.57, -2.24, 1.98], [0.58, -0.10, 9.07], [0.89, 0.13, 7.63], [2.00, -0.48, 7.03], [2.33, -0.23, 5.72], [1.54, 0.65, 4.98], [0.40, 1.23, 5.53], [0.08, 0.96, 6.84], [2.12, 1.08, 3.37], [2.34, 2.86, 3.62], [0.82, 1.03, 2.47], [1.48, -0.33, 9.63], [-0.10, -0.95, 9.18], [0.09, 0.76, 9.51], [2.62, -1.14, 7.62], [3.21, -0.69, 5.27], [-0.22, 1.89, 4.93], [-0.79, 1.43, 7.28], [1.46, 3.29, 4.10], [2.54, 3.34, 2.66], [3.20, 2.96, 4.27]],
  "orbital_gap_ev": 6.51,
  "e_homo_ev": -17.853,
  "relative_energy_kcal_mol": 7.4,
  "charge": 4,
  "energy_ha": -4644.15851
}

Entry 5:
{
  "formula": "C4H14NO",
  "method": "ωB97M-V with the def2-TZVPD basis set",
  "symbols": ["C", "C", "C", "O", "H", "H", "H", "H", "H", "H", "H", "H", "C", "N", "H", "H", "H", "H", "H", "H"],
  "coordinates": [[1.60, -1.05, -0.60], [1.82, 0.19, 0.33], [0.63, 0.85, 1.03], [2.44, 1.19, -0.46], [2.54, -1.58, -0.74], [1.20, -0.71, -1.56], [0.90, -1.74, -0.12], [2.56, -0.10, 1.12], [0.10, 0.14, 1.67], [-0.08, 1.25, 0.30], [0.99, 1.68, 1.64], [3.23, 0.76, -0.86], [-2.73, 0.33, 0.16], [-1.79, -0.57, -0.59], [-2.69, 1.29, -0.37], [-3.73, -0.07, 0.10], [-2.40, 0.49, 1.19], [-0.82, -0.18, -0.53], [-2.00, -0.68, -1.59], [-1.77, -1.49, -0.13]],
  "spin_multiplicity": 2,
  "orbital_gap_ev": [14.52, 8.23],
  "e_homo_ev": [-21.705, -21.884],
  "relative_energy_kcal_mol": 1.9,
  "charge": 2,
  "energy_ha": -290.02636,
  "s2": 0.754
}

Entry 6:
{
  "formula": "C19H17BrN2O3",
  "method": "ωB97M-V with the def2-TZVPD basis set",
  "symbols": ["C", "H", "H", "H", "O", "C", "O", "C", "N", "C", "O", "C", "C", "C", "C", "C", "C", "H", "H", "H", "H", "Br", "H", "H", "C", "C", "C", "N", "C", "C", "C", "C", "C", "C", "H", "H", "H", "H", "H", "H", "H", "H"],
  "coordinates": [[-2.17, 0.77, 4.10], [-2.25, 1.87, 3.90], [-3.20, 0.44, 4.03], [-1.62, 0.54, 4.90], [-1.77, 0.41, 2.93], [-2.25, 0.50, 1.89], [-3.32, 0.94, 1.91], [-1.44, 0.02, 0.55], [0.00, 0.29, 0.75], [0.33, 1.40, 1.13], [-0.18, 2.33, 1.30], [1.96, 1.71, 1.36], [2.69, 1.22, 0.58], [4.29, 1.32, 0.84], [4.49, 2.16, 1.99], [3.56, 2.45, 2.99], [2.06, 2.22, 2.61], [1.39, 2.60, 3.25], [3.80, 3.05, 3.61], [5.65, 2.14, 2.34], [4.99, 1.12, 0.21], [2.72, 0.15, -0.97], [0.74, -0.61, 0.58], [-1.45, -1.29, 0.75], [-1.90, 0.66, -0.92], [-1.29, -0.16, -1.96], [-0.58, 0.53, -2.64], [0.21, -0.34, -3.77], [-0.38, -1.63, -3.28], [-0.23, -2.87, -4.04], [-0.79, -3.87, -3.70], [-1.79, -3.70, -2.55], [-1.94, -2.66, -1.90], [-1.40, -1.45, -2.24], [-2.70, -2.56, -0.98], [-2.10, -4.77, -2.31], [-0.77, -4.73, -4.20], [0.56, -3.07, -4.79], [0.82, -0.12, -4.36], [0.05, 1.54, -2.67], [-3.11, 0.05, -0.69], [-1.69, 1.42, -0.53]],
  "orbital_gap_ev": 8.24,
  "e_homo_ev": -8.218,
  "relative_energy_kcal_mol": 511.8,
  "charge": 0,
  "energy_ha": -3642.70234
}